{"formula": "C19H14F2N2O8S3", "method": "the ωB97M-V functional and the def2-TZVPD basis", "elements": ["O", "O", "F", "C", "H", "C", "C", "H", "C", "C", "H", "C", "C", "H", "H", "N", "F", "C", "H", "O", "S", "C", "N", "C", "S", "O", "C", "S", "C", "C", "C", "C", "O", "H", "H", "C", "H", "H", "H", "O", "O", "O", "H", "H", "C", "H", "C", "C"], "xyz": [[6.0474, -0.4767, 1.6512], [2.1048, 1.9925, -1.5885], [7.6559, 0.1800, 3.0805], [-3.5610, 0.4898, 0.5767], [1.9438, -0.7976, -2.3795], [-5.0502, 1.9221, -2.1706], [1.3853, -0.6030, -0.3108], [-5.8487, 2.1430, -2.9353], [-5.0619, 3.0855, -1.0698], [-3.8404, 0.1318, -0.8372], [8.6619, -1.3696, 1.4051], [5.9437, -1.5243, 0.7896], [-5.2314, 0.4751, -1.5045], [-4.4506, -1.4084, -3.5750], [8.2459, -2.6304, 2.5816], [-4.5007, 1.1680, 1.4582], [-6.3099, 0.4749, -0.5872], [-1.2005, -0.4761, 0.2649], [-5.9644, 3.0323, -0.3986], [5.0745, -1.6402, -0.0227], [-3.1482, -0.9509, -3.4909], [-5.2294, 0.3440, 2.0745], [-1.8715, 0.5244, 2.5300], [-0.2979, -1.5036, -1.9914], [3.2789, 1.2542, -1.0631], [6.9426, -2.4252, 0.9699], [-2.8146, -0.5393, -1.7298], [-1.9314, -1.7030, 4.2914], [-1.4822, -0.8438, -1.1708], [-2.0354, -0.4442, 3.2917], [0.2588, -0.7899, 0.7843], [7.8374, -1.8624, 1.9257], [-0.4584, -2.3746, -2.8138], [2.5088, 0.6075, 1.1331], [3.8661, 0.6393, -2.1706], [2.7521, 0.0145, 0.1964], [-4.1004, 2.9787, -0.4773], [3.5416, -0.7567, 0.4371], [-4.9986, 4.1114, -1.5494], [0.4980, -1.1701, 1.9098], [-6.1606, -0.2903, 2.3573], [4.2377, 2.2378, -0.5380], [-4.0291, 1.9821, -2.6539], [-5.5011, -0.2144, -2.3466], [6.9549, -0.8950, 2.6540], [6.4023, -1.3301, 3.4907], [1.1312, -0.9405, -1.6201], [-2.1952, 0.1716, 1.1417]], "forces_ev_per_a": [[-0.135, -0.786, -0.100], [1.070, -2.349, 0.552], [-0.102, 0.019, 0.110], [2.709, -1.124, -1.441], [-1.223, -0.522, 0.511], [-0.189, 0.887, 0.897], [-0.250, -0.213, -0.588], [0.794, -0.533, 0.729], [0.668, -0.284, -0.301], [0.770, -0.605, 0.658], [-0.128, 0.183, 0.107], [-0.192, -0.170, -0.605], [0.928, 1.391, -0.645], [0.904, 0.410, 0.740], [-0.169, -0.102, -0.169], [0.290, -2.466, 0.681], [1.110, -0.090, -0.768], [-0.915, 0.395, -0.702], [1.042, 0.043, -0.692], [0.846, -0.232, 0.198], [0.023, 0.158, 0.635], [-1.060, 1.433, -2.584], [-1.344, -2.376, -0.440], [0.375, 0.583, 0.529], [-0.767, 4.657, -0.297], [-0.535, 0.462, -0.010], [0.148, 0.111, 2.611], [-0.617, 2.101, -1.479], [-1.373, 1.180, 1.369], [1.500, -0.464, 0.763], [-0.446, 0.064, -1.032], [0.665, -0.553, 0.122], [0.169, 0.975, 0.725], [0.531, -0.351, -1.223], [-0.327, -0.290, 1.053], [-1.586, -0.498, 0.100], [-1.309, 0.183, -0.363], [-0.997, 1.153, -0.599], [-0.250, -1.296, 0.388], [-0.038, 0.667, -1.106], [1.120, 0.141, 1.014], [-0.160, -2.464, 0.015], [-1.257, -0.378, 0.269], [0.300, 0.335, 1.210], [0.298, 0.669, 0.233], [0.033, 0.157, 0.033], [-0.488, 0.274, 1.854], [-0.435, -0.485, -2.958]], "nbo_charge": [-0.48, -0.94, -0.32, 0.22, 0.23, -0.43, -0.05, 0.22, -0.62, -0.07, 0.21, 0.98, 0.19, 0.15, 0.21, -0.57, -0.37, -0.13, 0.22, -0.59, 0.03, 0.89, -0.49, 0.55, 1.92, -0.47, -0.11, 0.09, -0.12, 0.28, 0.56, -0.13, -0.48, 0.28, 0.02, -0.69, 0.21, 0.31, 0.22, -0.50, -0.44, -0.92, 0.23, 0.19, 0.44, 0.16, -0.24, 0.14], "total_charge": 0, "homo_lumo_gap_ev": 7.88, "e_homo_ha": -0.33152}